[1]
Molecular formula: C40H71Cl3Cs2F9I2N3O20S4
Method: DFT, wB97M-V/def2-TZVPD

- HOMO-LUMO gap (eV) = 1.3
- net charge = -2
- M (g/mol) = 1839.236
- HOMO energy (eV) = -0.35

Atoms and positions in Å:
C  2.020  -4.989  1.154
C  2.130  -3.738  0.055
C  1.030  -2.548  0.303
C  1.086  -1.403  -0.917
C  0.556  0.000  -0.176
C  -0.945  -0.159  0.493
C  -1.774  1.294  0.526
C  -2.519  1.615  -0.928
C  -0.811  2.563  0.913
C  -1.682  3.632  1.830
C  -1.012  3.836  3.319
C  -0.590  2.703  4.230
C  0.457  2.929  5.495
C  -1.117  1.137  4.006
C  0.043  -1.886  -2.111
O  -0.308  -3.338  -2.021
C  -1.733  -3.473  -1.617
O  2.494  -1.347  -1.330
C  2.749  -0.339  -2.365
C  4.130  0.462  -1.899
I  3.946  2.546  -1.259
C  5.443  -0.285  -1.920
C  6.865  0.373  -1.440
I  5.572  -2.401  -2.621
H  1.143  -5.715  0.883
H  3.087  -5.517  1.132
H  1.917  -4.466  2.203
H  3.260  -3.363  0.148
H  2.035  -4.121  -1.068
H  1.398  -1.957  1.273
H  -0.056  -2.911  0.540
H  1.382  0.224  0.650
H  0.570  0.922  -0.904
H  -0.887  -0.605  1.599
H  -1.655  -0.895  -0.098
H  -2.658  1.118  1.297
H  -3.680  1.352  -0.906
H  -1.968  1.125  -1.843
H  -2.473  2.802  -1.034
H  -0.416  3.030  -0.092
H  0.072  2.152  1.569
H  -2.796  3.270  1.842
H  -1.665  4.669  1.259
H  -0.817  4.948  3.667
H  0.185  3.892  6.104
H  0.443  1.936  6.158
H  1.541  2.960  5.018
H  -2.160  1.083  3.467
H  -1.106  0.507  5.001
H  -0.304  0.634  3.295
H  -0.953  -1.229  -2.134
H  0.503  -1.759  -3.204
H  -1.961  -4.635  -1.532
H  -2.487  -2.962  -2.351
H  -1.951  -3.033  -0.533
H  3.011  -0.895  -3.389
H  1.853  0.371  -2.612
H  7.658  0.118  -2.274
H  7.233  -0.211  -0.466
H  6.835  1.518  -1.204
Cs  -0.677  1.407  -2.524
C  8.028  -5.159  -1.764
C  7.864  -6.388  -2.591
O  8.835  -7.268  -2.071
C  8.971  -6.912  -0.763
O  9.509  -7.607  0.083
O  8.423  -5.683  -0.512
F  8.164  -6.141  -3.886
H  8.811  -4.494  -2.142
H  7.098  -4.591  -1.675
H  6.873  -6.849  -2.520
C  7.922  3.405  -4.335
Cl  9.012  2.784  -5.586
Cl  6.868  2.116  -3.731
Cl  8.846  4.126  -3.007
H  7.295  4.183  -4.780
C  -8.147  3.396  6.725
O  -7.379  2.454  5.986
C  -6.744  3.037  4.841
C  -5.218  2.982  5.006
N  -4.770  3.908  6.051
C  -3.357  3.746  6.407
C  -2.956  2.426  7.095
O  -3.514  2.268  8.401
C  -4.794  1.650  8.421
H  -8.654  2.862  7.534
H  -7.503  4.161  7.165
H  -8.906  3.860  6.088
H  -7.089  4.061  4.650
H  -7.027  2.427  3.977
H  -4.743  3.251  4.056
H  -4.943  1.951  5.253
H  -5.333  3.761  6.887
H  -3.110  4.569  7.088
H  -2.742  3.887  5.510
H  -1.869  2.455  7.240
H  -3.150  1.547  6.471
H  -4.917  0.917  7.618
H  -5.579  2.405  8.374
H  -4.901  1.127  9.377
N  2.741  -1.448  -7.365
S  3.954  -2.111  -8.112
O  5.003  -2.708  -7.293
O  4.388  -1.509  -9.367
F  3.235  -3.431  -8.665
S  3.166  -0.116  -6.645
O  2.181  0.372  -5.681
O  3.790  0.932  -7.443
F  4.350  -0.564  -5.673
C  -5.325  -6.424  7.077
F  -5.849  -7.564  7.613
F  -4.076  -6.286  7.617
F  -5.126  -6.682  5.749
S  -6.368  -4.956  7.352
O  -6.447  -4.832  8.811
O  -7.638  -5.283  6.696
N  -5.442  -3.907  6.607
S  -6.055  -2.444  6.638
O  -6.064  -1.772  7.941
O  -7.255  -2.224  5.827
C  -4.723  -1.616  5.711
F  -4.557  -2.137  4.458
F  -3.507  -1.735  6.325
F  -4.936  -0.278  5.543
C  5.996  3.523  -9.611
C  4.701  3.833  -8.878
O  4.719  5.086  -8.199
C  4.922  6.243  -9.007
C  3.856  6.431  -10.073
H  6.843  3.535  -8.914
H  5.941  2.537  -10.083
H  6.208  4.256  -10.392
H  4.538  3.065  -8.115
H  3.842  3.782  -9.554
H  5.924  6.223  -9.449
H  4.901  7.106  -8.332
H  3.836  5.600  -10.782
H  4.040  7.350  -10.637
H  2.863  6.494  -9.615
Cs  8.602  -3.189  -3.551
C  7.010  1.738  -12.632
O  7.538  1.570  -11.544
O  7.486  1.386  -13.718
O  5.918  2.288  -12.817
C  -10.255  -3.476  1.810
C  -8.880  -2.985  2.175
O  -7.877  -3.414  1.607
C  -8.778  -1.948  3.262
H  -10.175  -4.221  1.012
H  -10.725  -3.943  2.679
H  -10.864  -2.642  1.451
H  -9.182  -2.348  4.195
H  -9.321  -1.047  2.967
H  -7.726  -1.689  3.419


[2]
Molecular formula: C40H71F7O33P
Method: DFT, wB97M-V/def2-TZVPD

- energy relative to the best compared isomer or geometry (same formula, charge and spin) (kJ/mol) = 283.8
- HOMO-LUMO gap (eV) = 10.2
- net charge = -1
- M (g/mol) = 1243.935
- HOMO energy (eV) = -8.92

Atoms and positions in Å:
P  -0.433  0.907  0.413
F  -1.153  1.875  -0.714
F  -0.082  -0.311  -0.611
F  1.007  1.626  0.029
F  0.322  0.094  1.595
F  -0.772  2.117  1.465
F  -1.849  0.196  0.859
C  2.172  -5.506  -0.870
C  3.578  -5.397  -1.563
O  3.970  -6.741  -1.639
C  3.209  -7.506  -0.947
O  3.470  -8.729  -0.868
O  2.146  -6.913  -0.651
H  1.397  -5.428  -1.633
H  2.127  -4.840  -0.009
H  4.252  -4.721  -1.036
H  3.326  -5.093  -2.579
C  -2.630  9.154  1.429
C  -1.683  8.169  2.256
O  -1.785  8.575  3.569
C  -2.088  9.891  3.551
O  -1.956  10.677  4.527
O  -2.462  10.216  2.247
H  -3.572  8.620  1.308
H  -2.108  9.212  0.473
H  -0.678  7.906  1.928
H  -2.273  7.253  2.252
C  1.587  6.272  -4.540
C  1.497  7.302  -5.541
O  2.570  7.055  -6.333
C  3.515  6.636  -5.435
O  4.762  6.610  -5.667
O  2.964  6.263  -4.302
H  1.225  5.309  -4.901
H  1.103  6.530  -3.598
H  1.327  8.310  -5.162
H  0.604  7.115  -6.136
C  -3.391  -5.126  -3.173
C  -3.527  -6.313  -4.186
O  -2.317  -7.045  -4.422
C  -1.486  -6.815  -5.469
O  -1.448  -5.845  -6.235
O  -0.422  -7.713  -5.378
C  0.647  -7.707  -6.307
H  -3.094  -5.510  -2.197
H  -4.301  -4.544  -3.029
H  -2.630  -4.414  -3.493
H  -3.793  -5.970  -5.185
H  -4.384  -6.938  -3.933
H  1.090  -8.685  -6.498
H  1.397  -6.933  -6.145
H  0.221  -7.479  -7.284
C  5.858  4.905  12.399
C  5.410  5.453  11.060
O  4.554  4.619  10.295
C  3.779  5.050  9.271
O  4.057  6.039  8.605
O  3.086  4.041  8.859
C  2.372  3.900  7.647
H  6.538  5.648  12.814
H  6.332  3.923  12.389
H  5.003  4.791  13.066
H  6.247  5.898  10.523
H  4.701  6.236  11.330
H  2.933  4.163  6.750
H  1.569  4.637  7.631
H  1.927  2.920  7.473
C  12.749  -1.427  -3.705
C  11.393  -1.473  -4.533
O  10.538  -0.420  -3.994
C  9.357  -0.618  -3.497
O  8.826  -1.720  -3.652
O  8.806  0.561  -2.860
C  7.489  0.594  -2.445
H  13.305  -2.182  -4.261
H  12.671  -1.718  -2.657
H  13.219  -0.446  -3.788
H  10.975  -2.476  -4.615
H  11.399  -1.123  -5.565
H  7.392  0.430  -1.372
H  6.830  -0.041  -3.036
H  6.987  1.515  -2.742
C  -11.147  4.288  2.411
C  -10.203  5.300  3.197
O  -8.952  4.648  3.273
C  -7.826  5.325  3.388
O  -7.795  6.573  3.356
O  -6.777  4.583  3.558
C  -6.768  3.173  3.491
H  -11.429  3.404  2.984
H  -10.668  4.040  1.464
H  -12.081  4.767  2.118
H  -10.474  5.511  4.231
H  -10.133  6.212  2.603
H  -5.802  2.922  3.929
H  -6.656  2.933  2.434
H  -7.689  2.811  3.948
C  4.999  -2.540  4.926
C  6.298  -3.287  5.050
O  6.444  -4.014  3.876
C  7.494  -4.750  3.598
O  8.487  -4.921  4.265
O  7.200  -5.351  2.404
C  8.047  -6.327  1.859
H  5.168  -1.464  4.922
H  4.312  -2.878  5.702
H  4.522  -2.875  4.005
H  6.248  -3.963  5.904
H  7.111  -2.575  5.192
H  8.885  -6.307  2.555
H  8.443  -6.102  0.869
H  7.552  -7.287  2.007
C  -3.155  -5.510  4.046
C  -2.120  -4.546  4.513
O  -1.563  -4.917  5.813
C  -0.554  -5.729  6.069
O  -0.268  -6.159  7.179
O  0.204  -5.909  4.890
C  1.395  -6.723  4.988
H  -3.751  -5.049  3.258
H  -3.802  -5.855  4.852
H  -2.752  -6.474  3.736
H  -2.695  -3.630  4.645
H  -1.376  -4.462  3.721
H  1.479  -7.606  5.623
H  2.142  -6.075  5.444
H  1.842  -6.961  4.023
C  -8.898  -0.823  -9.639
C  -8.213  -2.100  -9.104
O  -7.286  -1.795  -8.073
C  -5.991  -1.819  -8.211
O  -5.431  -2.220  -9.230
O  -5.452  -1.284  -7.108
C  -4.148  -0.872  -7.032
H  -9.413  -0.403  -8.775
H  -9.627  -1.171  -10.370
H  -8.237  -0.055  -10.042
H  -7.783  -2.688  -9.915
H  -8.949  -2.708  -8.578
H  -3.862  -0.555  -8.035
H  -3.522  -1.666  -6.626
H  -4.171  -0.116  -6.247
C  -6.738  2.865  -3.154
C  -7.299  3.472  -4.402
O  -6.299  4.513  -4.667
C  -5.645  4.758  -3.543
O  -4.978  5.756  -3.412
O  -5.915  3.864  -2.632
F  -8.467  4.045  -4.164
H  -6.118  1.991  -3.353
H  -7.432  2.594  -2.358
H  -7.428  2.823  -5.269


[3]
Molecular formula: C40H72CaCsF2IInN3NaO4
Method: DFT, wB97M-V/def2-TZVPD

- HOMO-LUMO gap (eV) = 0.8
- net charge = -1
- M (g/mol) = 1134.724
- HOMO energy (eV) = -3.31

Atoms and positions in Å:
C  -0.031  7.597  2.655
C  -0.571  6.310  3.062
In  0.833  4.539  2.867
C  -0.258  2.610  3.242
C  -0.773  2.400  4.761
N  -1.413  1.006  4.817
C  2.581  4.918  4.249
C  3.555  3.649  4.444
O  4.617  3.514  3.782
C  3.093  2.585  5.593
C  2.433  1.266  5.150
C  1.972  0.284  6.292
C  2.207  0.708  7.761
C  2.890  2.066  8.205
C  3.341  3.020  7.067
C  1.530  4.485  0.707
C  1.849  3.010  0.168
C  2.818  2.147  1.106
I  2.950  3.298  -1.741
H  0.603  8.217  3.376
H  -0.207  7.936  1.576
H  -1.621  6.144  3.472
H  0.336  1.655  2.907
H  -1.229  2.626  2.564
H  0.030  2.546  5.562
H  -1.647  3.128  5.045
H  -0.732  0.310  5.185
H  -1.582  0.727  3.818
H  2.226  5.179  5.317
H  3.230  5.819  3.929
H  2.278  1.004  4.054
H  1.459  -0.679  5.974
H  1.842  0.000  8.585
H  3.040  2.387  9.290
H  3.820  4.036  7.241
H  2.366  5.239  0.546
H  0.632  4.865  0.085
H  0.862  2.501  -0.100
H  2.638  1.039  0.832
H  3.908  2.442  0.880
H  2.618  2.247  2.221
Na  -1.710  3.781  6.774
Cs  -1.459  0.201  2.023
C  0.695  -2.764  -4.417
C  0.994  -2.020  -3.280
C  1.026  -2.635  -2.033
C  0.769  -3.998  -1.922
C  0.474  -4.743  -3.059
C  0.432  -4.126  -4.306
H  0.667  -2.283  -5.389
H  1.201  -0.958  -3.367
H  1.254  -2.052  -1.146
H  0.800  -4.479  -0.950
H  0.275  -5.807  -2.974
H  0.197  -4.707  -5.191
C  -5.439  -7.886  4.070
C  -4.395  -7.006  4.744
C  -4.943  -5.648  5.185
C  -5.451  -4.751  4.053
C  -4.424  -4.430  2.966
C  -3.221  -3.655  3.487
H  -5.816  -7.432  3.150
H  -5.003  -8.853  3.806
H  -6.286  -8.067  4.737
H  -3.538  -6.875  4.078
H  -4.018  -7.530  5.629
H  -4.165  -5.121  5.746
H  -5.766  -5.809  5.892
H  -5.810  -3.812  4.490
H  -6.326  -5.215  3.583
H  -4.917  -3.830  2.191
H  -4.086  -5.347  2.474
H  -3.533  -2.711  3.945
H  -2.539  -3.422  2.664
H  -2.659  -4.227  4.228
C  5.000  0.740  -8.911
C  5.136  -0.358  -7.835
C  6.433  -0.132  -7.028
C  6.410  1.070  -6.088
C  5.010  1.425  -5.589
C  3.992  0.265  -5.636
N  3.930  -0.235  -7.014
O  3.040  -1.254  -7.185
C  2.624  0.872  -5.265
C  4.352  -0.788  -4.571
C  5.321  -1.701  -8.565
H  4.107  0.583  -9.525
H  5.864  0.748  -9.586
H  4.921  1.735  -8.470
H  6.649  -1.026  -6.434
H  7.289  -0.030  -7.708
H  7.066  0.862  -5.237
H  6.840  1.943  -6.588
H  5.084  1.830  -4.574
H  4.632  2.253  -6.200
H  2.298  1.596  -6.018
H  2.679  1.398  -4.306
H  1.847  0.109  -5.172
H  4.368  -0.333  -3.575
H  5.333  -1.242  -4.732
H  3.618  -1.598  -4.538
H  6.215  -1.680  -9.197
H  4.481  -1.926  -9.219
H  5.440  -2.530  -7.862
Ca  3.379  -1.968  -10.802
F  0.845  1.711  9.740
O  -0.306  -3.685  4.414
H  0.408  -3.854  5.027
C  -6.136  0.336  -2.917
C  -6.722  0.474  -1.514
C  -7.959  1.394  -1.451
O  -7.660  2.785  -1.513
C  -7.445  3.282  -2.823
N  -5.666  0.928  -0.600
H  -5.560  1.213  -3.220
H  -5.456  -0.519  -2.960
H  -6.924  0.172  -3.657
H  -7.041  -0.525  -1.198
H  -8.439  1.242  -0.480
H  -8.701  1.122  -2.211
H  -8.075  2.782  -3.564
H  -6.391  3.187  -3.093
H  -7.688  4.347  -2.825
H  -6.035  0.926  0.350
H  -5.501  1.916  -0.793
F  1.470  -0.473  10.133


> HOMO-LUMO gap of number 3 (C40H72CaCsF2IInN3NaO4)?

0.8 eV


> Among the records above, which one has the lowest net charge?

C40H71Cl3Cs2F9I2N3O20S4